2 unconnected molecules or ions with the total composition C7H11N3O2S, computed with the ωB97M-V functional and the def2-TZVPD basis.

```
! RIJCOSX wB97M-V def2-TZVPD def2/J DEFGRID3
* xyz 0 1
C -3.125 1.001 -0.254
C -2.380 0.441 -1.307
C -2.836 0.744 1.079
C -1.247 -0.343 -1.010
C -1.968 -0.338 1.354
C -1.132 -0.814 0.337
C 3.436 1.178 -0.225
N 0.380 -2.442 -0.334
N 1.782 -0.529 1.190
N -0.262 -1.856 0.637
O 0.809 1.480 -0.121
O 1.691 -0.459 -1.240
S 1.818 0.436 -0.076
H -3.597 1.875 -0.564
H -2.746 0.574 -2.283
H -3.359 1.247 1.888
H -0.441 -0.526 -1.731
H -1.851 -0.660 2.299
H 4.142 0.460 0.103
H 3.610 1.568 -1.238
H 3.530 1.851 0.579
H 0.853 -1.815 -1.141
H 1.119 -3.081 0.018
H 1.773 0.007 2.040
*
```

Computed properties:
HOMO energy (alpha / beta)   -8.5 / -8.5 eV
Gap between HOMO and LUMO (alpha / beta)   0.25449 / 0.25446 Eh
Strongest force on any atom   3.85 eV Å⁻¹

A gas-phase ion, C7H11N4O (charge +1), computed with the ωB97M-V functional and the def2-TZVPD basis.

```
! RIJCOSX wB97M-V def2-TZVPD def2/J DEFGRID3
* xyz 1 1
C 1.714 -1.598 -1.212
C 1.091 -0.237 -0.929
C 2.098 0.903 -1.027
N 0.392 -0.235 0.357
C -0.990 0.091 0.134
N -1.856 0.281 1.135
C -3.201 0.618 1.082
C -3.617 0.730 2.368
C -2.468 0.443 3.163
N -1.433 0.181 2.423
N -1.173 0.198 -1.163
O 0.000 -0.020 -1.869
H 0.948 -2.368 -1.245
H 2.435 -1.844 -0.438
H 2.220 -1.577 -2.172
H 1.621 1.863 -0.847
H 2.529 0.922 -2.024
H 2.895 0.758 -0.303
H 0.818 -0.135 1.262
H -3.719 0.753 0.156
H -4.593 0.981 2.725
H -2.400 0.430 4.232
H -2.010 0.106 -1.726
*
```

Computed properties:
HOMO energy   -13.7 eV
Gap between HOMO and LUMO   0.35598 Eh
SMILES   CC1(C)[NH+]=C(n2cccn2)NO1
Strongest force on any atom   4.79 eV Å⁻¹

2 unconnected molecules or ions with the total composition C7H11N4S, computed with the ωB97M-V functional and the def2-TZVPD basis.

```
! RIJCOSX wB97M-V def2-TZVPD def2/J DEFGRID3
* xyz 1 1
C -0.194 1.968 0.539
C -1.986 0.792 0.312
C -0.878 -0.039 0.276
C 0.304 -2.044 0.706
C 1.512 0.149 0.973
C -3.470 0.562 0.315
C 2.880 0.499 -1.271
N -1.467 2.015 0.539
N 0.279 0.660 0.474
N -0.846 -1.374 0.379
N 1.422 -1.316 0.904
S 3.046 0.882 0.478
H 0.421 2.843 0.833
H 0.406 -3.039 1.000
H 1.515 0.742 2.293
H -3.860 0.173 1.210
H -3.917 1.518 0.083
H -3.672 -0.166 -0.461
H 3.683 1.064 -1.710
H 1.855 0.659 -1.429
H 3.111 -0.540 -1.446
H -1.682 -1.897 0.260
H 2.300 -1.740 0.957
*
```

Computed properties:
HOMO energy (alpha / beta)   -12.4 / -12.4 eV
Gap between HOMO and LUMO (alpha / beta)   0.29035 / 0.29037 Eh
Strongest force on any atom   5.37 eV Å⁻¹

2 unconnected molecules or ions with the total composition C7H11NO, computed with the ωB97M-V functional and the def2-TZVPD basis.

```
! RIJCOSX wB97M-V def2-TZVPD def2/J DEFGRID3
* xyz 0 1
C 1.414 -0.950 -1.346
C -0.831 -0.083 -0.402
C -1.579 0.938 -1.005
C -0.896 2.136 -1.246
C 0.258 -0.089 0.694
C 0.056 -1.405 1.574
C 0.300 0.943 1.727
H 1.633 -0.700 -2.328
H 0.835 -1.987 -1.476
H 2.512 -0.892 -0.874
H -1.252 -1.175 -0.493
H -2.805 0.706 -1.389
H -1.229 3.119 -1.473
H 0.291 2.210 -1.040
H 0.289 -2.540 0.949
H 0.890 -1.376 2.603
H -1.334 -1.475 2.003
H 0.358 1.912 1.261
N 0.647 0.051 -0.657
O 0.442 0.658 2.917
*
```

Computed properties:
HOMO energy   -8.8 eV
Gap between HOMO and LUMO   0.33923 Eh
Strongest force on any atom   6.07 eV Å⁻¹

A molecular structure, C7H11NO3S, computed with the ωB97M-V functional and the def2-TZVPD basis.

```
! RIJCOSX wB97M-V def2-TZVPD def2/J DEFGRID3
* xyz 0 1
C -0.378 -1.788 -0.326
C 1.489 0.448 2.011
C -0.620 -0.379 0.229
C 0.026 0.023 -1.123
C -2.071 -0.012 0.233
C 0.040 -0.167 1.670
C -0.218 1.093 -1.946
N 0.103 -1.338 -1.511
O -0.781 -2.856 -0.027
O 2.810 -0.626 -0.166
O 2.433 1.713 -0.314
S 1.883 0.456 0.112
H 2.236 -0.158 2.474
H -2.551 -0.547 -0.673
H -2.376 0.999 0.082
H -2.647 -0.290 1.187
H 0.075 -1.111 2.099
H -0.684 0.364 2.376
H 1.529 1.394 2.467
H 0.621 1.544 -2.547
H -0.444 2.047 -1.326
H -0.997 0.983 -2.684
H 0.523 -1.791 -2.295
*
```

Computed properties:
HOMO energy   -8.6 eV
Gap between HOMO and LUMO   0.31987 Eh
Strongest force on any atom   6.68 eV Å⁻¹

C7H11NO3S in the gas phase, computed with the ωB97M-V functional and the def2-TZVPD basis.

```
! RIJCOSX wB97M-V def2-TZVPD def2/J DEFGRID3
* xyz 0 1
C 0.595 -0.534 1.864
C 0.658 -0.536 0.380
C -0.076 0.450 -0.464
C 0.374 1.944 -0.117
O 1.748 2.113 -0.071
C -1.589 0.133 -0.293
C -1.981 -1.113 -1.028
C -1.282 -2.218 -0.390
N -0.941 -3.241 0.017
S 2.279 -0.293 -0.056
O 3.382 -0.814 0.710
O 2.481 -0.062 -1.435
H 1.483 -0.943 2.110
H -0.102 -1.301 2.098
H 0.355 0.536 2.134
H -0.022 0.481 -1.573
H -0.110 2.061 0.809
H -0.183 2.690 -0.725
H 2.103 1.715 -0.889
H -2.351 1.040 -0.562
H -1.860 0.010 0.724
H -1.841 -0.934 -2.149
H -3.120 -1.185 -1.094
*
```

Computed properties:
HOMO energy   -9.0 eV
Gap between HOMO and LUMO   0.31764 Eh
SMILES   CC([C@H](CO)CCC#N)=S(=O)=O
Strongest force on any atom   4.44 eV Å⁻¹

2 unconnected molecules or ions with the total composition C7H11NO4S2, computed with the ωB97M-V functional and the def2-TZVPD basis.

```
! RIJCOSX wB97M-V def2-TZVPD def2/J DEFGRID3
* xyz 0 1
C -1.098 -1.133 -0.034
C -3.180 3.823 0.815
C 1.560 -0.711 1.351
C 0.912 -2.039 1.580
C 0.541 0.797 -0.253
C 0.700 1.406 -1.609
C 2.262 -0.869 -1.016
N 1.417 -0.276 -0.011
O -3.926 3.609 1.632
O -0.101 1.359 0.627
O -3.916 -1.643 -0.398
O -2.403 4.124 0.055
S -0.992 -1.935 1.401
S -2.341 -1.030 -0.999
H 1.211 0.062 2.017
H 2.565 -0.874 1.578
H 1.213 -2.745 0.860
H 0.924 -2.646 2.494
H 0.524 2.386 -1.447
H 0.013 0.944 -2.269
H 1.723 1.349 -1.927
H 1.867 -1.900 -1.269
H 2.127 -0.255 -1.976
H 3.287 -0.798 -0.745
H -4.888 -1.006 -0.458
*
```

Computed properties:
HOMO energy   -8.5 eV
Gap between HOMO and LUMO   0.32300 Eh
Strongest force on any atom   5.42 eV Å⁻¹

A molecular structure, C7H11NPSn, computed with the ωB97M-V functional and the def2-TZVPD basis.

```
! RIJCOSX wB97M-V def2-TZVPD def2/J DEFGRID3
* xyz 1 1
C -1.042 -1.568 -0.965
C -1.453 -1.504 -2.269
C -1.436 -0.388 -3.126
C -1.018 0.899 -2.763
C -0.498 1.313 -1.556
Sn 0.000 0.019 -0.082
P 0.662 -1.655 1.810
H -1.166 -2.467 -0.351
H -1.875 -2.426 -2.665
H -1.846 -0.530 -4.131
H -0.294 2.367 -1.360
H -1.136 1.678 -3.518
H 2.061 -1.719 2.024
H 0.235 -2.965 1.537
H 0.119 -1.319 3.078
C 2.108 2.469 3.480
C 1.480 1.733 2.443
N 0.948 1.201 1.565
H 3.128 2.149 3.572
H 1.591 2.292 4.403
H 2.076 3.514 3.241
*
```

Computed properties:
HOMO energy (alpha / beta)   -10.7 / -10.7 eV
Gap between HOMO and LUMO (alpha / beta)   0.25125 / 0.25132 Eh
Strongest force on any atom   2.82 eV Å⁻¹

2 unconnected molecules or ions with the total composition C7H11NS, computed with the ωB97M-V functional and the def2-TZVPD basis.

```
! RIJCOSX wB97M-V def2-TZVPD def2/J DEFGRID3
* xyz 0 1
C 0.492 -1.596 0.883
C 0.727 -0.322 0.556
C -0.369 0.555 0.381
C -2.268 -0.202 0.168
C -3.216 0.875 -0.109
C 2.565 0.584 -0.912
C 1.985 0.419 0.512
N -2.253 -1.414 -0.154
S -0.286 2.127 0.350
H 1.349 -2.401 0.925
H -0.414 -2.057 1.111
H -2.778 1.704 -0.429
H -4.039 0.582 -0.778
H -3.733 1.078 0.874
H 2.313 -0.368 -1.600
H 2.020 1.391 -1.330
H 3.546 0.639 -1.048
H 1.961 1.359 0.875
H 2.849 -0.148 0.956
H -3.163 -1.688 -0.386
*
```

Computed properties:
HOMO energy (alpha / beta)   -8.0 / -8.0 eV
Gap between HOMO and LUMO (alpha / beta)   0.27768 / 0.27766 Eh
Strongest force on any atom   6.82 eV Å⁻¹

A gas-phase ion, C7H11O (charge -1), computed with the ωB97M-V functional and the def2-TZVPD basis.

```
! RIJCOSX wB97M-V def2-TZVPD def2/J DEFGRID3
* xyz -1 1
C -0.874 2.190 -0.578
O -0.425 1.312 0.459
C -0.807 1.505 -1.951
C -0.188 0.148 -1.611
C -0.286 -0.101 -0.063
C 0.825 -0.794 0.560
C 0.553 -1.907 1.400
C 1.365 -2.720 2.124
H -1.833 2.704 -0.393
H -0.160 2.985 -0.350
H -0.295 1.972 -2.807
H -1.859 1.578 -2.290
H 0.811 0.102 -2.047
H -0.811 -0.566 -2.175
H -1.246 -0.631 0.020
H 1.742 -0.239 0.629
H -0.396 -2.384 1.092
H 2.364 -2.363 2.407
H 1.166 -3.762 2.341
*
```

Computed properties:
HOMO energy   -1.2 eV
Gap between HOMO and LUMO   0.18478 Eh
Strongest force on any atom   2.58 eV Å⁻¹

C7H11O5P in the gas phase, computed with the ωB97M-V functional and the def2-TZVPD basis.

```
! RIJCOSX wB97M-V def2-TZVPD def2/J DEFGRID3
* xyz 0 1
C 1.971 -0.308 -2.633
C 1.425 -1.144 -1.972
C 0.556 -2.017 -1.166
O 0.812 -1.970 0.247
P 0.574 -0.592 1.037
O 1.606 0.424 0.821
O 0.489 -1.072 2.548
C 1.783 -1.194 3.198
O -0.910 -0.052 0.781
C -1.101 0.754 -0.389
C -2.188 1.779 -0.045
C -2.758 2.608 -1.304
O -1.774 3.049 -0.133
H 2.376 0.445 -3.265
H 0.711 -3.051 -1.468
H -0.489 -1.779 -1.361
H 2.024 -0.225 3.628
H 1.655 -1.926 3.991
H 2.560 -1.495 2.501
H -0.215 1.316 -0.678
H -1.507 0.133 -1.188
H -2.917 1.482 0.704
H -2.213 1.881 -1.982
H -2.439 3.456 -1.916
*
```

Computed properties:
HOMO energy   -9.2 eV
Gap between HOMO and LUMO   0.35554 Eh
SMILES   C#CCO[P@](=O)(OC)OC[C@@H]1CO1
Strongest force on any atom   2.68 eV Å⁻¹

A molecular structure, C7H11PSi, computed with the ωB97M-V functional and the def2-TZVPD basis.

```
! RIJCOSX wB97M-V def2-TZVPD def2/J DEFGRID3
* xyz 0 1
C -3.047 -0.948 0.038
C -2.076 -1.356 -0.945
C -2.729 0.130 0.857
C -0.763 -0.963 -0.743
C -1.410 0.591 0.893
C -0.409 -0.102 0.285
C 2.052 1.797 -0.729
Si 1.378 0.515 0.568
P 2.883 -1.790 0.281
H -4.001 -1.276 -0.065
H -2.295 -1.978 -1.777
H -3.473 0.559 1.334
H 0.093 -1.305 -1.384
H -1.329 1.467 1.496
H 3.000 1.610 -1.031
H 1.556 1.779 -1.646
H 1.845 2.847 -0.282
H 1.449 0.906 1.875
H 3.603 -1.393 1.602
H 3.674 -1.092 -0.628
*
```

Computed properties:
HOMO energy   -8.6 eV
Gap between HOMO and LUMO   0.34055 Eh
Strongest force on any atom   5.29 eV Å⁻¹

C7H12 in the gas phase, computed with the ωB97M-V functional and the def2-TZVPD basis.

```
! RIJCOSX wB97M-V def2-TZVPD def2/J DEFGRID3
* xyz 0 1
C 0.108 -2.592 -0.926
C 0.679 -1.508 -0.299
C 1.045 -0.082 -0.718
C 0.226 1.140 -0.163
C 0.722 2.399 -0.360
C -1.191 0.900 0.499
C -1.275 -0.168 1.643
H -0.243 -3.501 -0.480
H 0.421 -2.763 -1.977
H 0.575 -1.637 0.796
H 0.932 -0.027 -1.766
H 2.153 0.044 -0.677
H 0.086 3.279 -0.262
H 1.832 2.547 -0.564
H -1.994 0.681 -0.222
H -1.468 1.813 1.038
H -1.467 -1.187 1.386
H -2.274 0.110 2.206
H -0.437 0.111 2.460
*
```

Computed properties:
HOMO energy   -9.1 eV
Gap between HOMO and LUMO   0.37211 Eh
SMILES   C=CCC(=C)CC
Strongest force on any atom   4.20 eV Å⁻¹

C7H12 in the gas phase, computed with the ωB97M-V functional and the def2-TZVPD basis.

```
! RIJCOSX wB97M-V def2-TZVPD def2/J DEFGRID3
* xyz 0 1
C -1.626 -0.995 -0.976
C -0.525 -0.460 -0.462
C -0.632 0.870 0.177
C 0.432 1.603 0.494
C 0.253 3.083 0.843
C 0.809 -1.176 -0.528
C 0.658 -2.617 0.044
H -1.625 -1.910 -1.549
H -2.568 -0.524 -0.722
H -1.631 1.118 0.528
H 1.447 1.271 0.665
H 1.112 3.717 1.052
H -0.155 3.424 -0.111
H -0.450 3.309 1.648
H 1.565 -0.733 0.116
H 1.166 -1.144 -1.559
H -0.023 -2.578 0.887
H 1.644 -3.054 0.177
H 0.150 -3.205 -0.726
*
```

Computed properties:
HOMO energy   -8.4 eV
Gap between HOMO and LUMO   0.34850 Eh
SMILES   C=C(/C=C/C)CC
Strongest force on any atom   2.30 eV Å⁻¹

C7H12 in the gas phase, computed with the ωB97M-V functional and the def2-TZVPD basis.

```
! RIJCOSX wB97M-V def2-TZVPD def2/J DEFGRID3
* xyz 0 1
C -1.732 -0.798 1.550
C -0.903 -0.721 0.490
C -1.289 -1.288 -0.873
C 0.322 0.132 0.556
C 0.578 0.891 1.651
C 1.366 0.110 -0.548
C 1.221 1.343 -1.454
H -2.430 -1.619 1.683
H -1.576 -0.172 2.414
H -1.523 -0.424 -1.492
H -0.478 -1.957 -1.125
H -2.218 -1.853 -0.759
H 1.314 1.681 1.503
H 0.398 0.559 2.666
H 1.098 -0.788 -1.120
H 2.370 -0.116 -0.186
H 1.115 2.217 -0.804
H 0.295 1.318 -2.036
H 2.073 1.484 -2.117
*
```

Computed properties:
HOMO energy   -8.2 eV
Gap between HOMO and LUMO   0.32480 Eh
SMILES   C=C(C)C(=C)CC
Strongest force on any atom   2.08 eV Å⁻¹

C7H12 in the gas phase, computed with the ωB97M-V functional and the def2-TZVPD basis.

```
! RIJCOSX wB97M-V def2-TZVPD def2/J DEFGRID3
* xyz 0 1
C -1.245 -0.448 3.833
C -1.297 -0.308 2.377
C -1.314 -0.194 1.177
C -1.173 -0.051 -0.277
C 0.308 0.104 -0.650
C 0.572 0.197 -2.149
C 2.060 0.390 -2.440
H -0.223 -0.295 4.195
H -1.565 -1.448 4.145
H -1.890 0.285 4.327
H -1.744 0.818 -0.629
H -1.599 -0.927 -0.783
H 0.703 0.996 -0.147
H 0.860 -0.750 -0.236
H -0.003 1.028 -2.580
H 0.211 -0.717 -2.642
H 2.407 1.363 -2.072
H 2.656 -0.381 -1.938
H 2.278 0.338 -3.511
*
```

Computed properties:
HOMO energy   -9.3 eV
Gap between HOMO and LUMO   0.38270 Eh
SMILES   CC#CCCCC
Strongest force on any atom   0.51 eV Å⁻¹

C7H12 in the gas phase, computed with the ωB97M-V functional and the def2-TZVPD basis.

```
! RIJCOSX wB97M-V def2-TZVPD def2/J DEFGRID3
* xyz 0 1
C -2.541 -0.321 -0.029
C -1.253 0.492 0.006
C -0.562 0.684 -1.338
C 0.767 0.765 -1.110
C 1.187 0.449 0.291
C 2.361 -0.533 0.351
C -0.130 -0.105 0.886
H -2.354 -1.317 -0.448
H -2.965 -0.452 0.974
H -3.292 0.169 -0.657
H -1.493 1.498 0.388
H -0.256 -0.166 -1.990
H 1.463 0.889 -1.940
H 1.469 1.389 0.769
H 2.112 -1.495 -0.118
H 2.632 -0.735 1.392
H 3.245 -0.132 -0.158
H -0.234 0.120 1.952
H -0.154 -1.202 0.780
*
```

Computed properties:
HOMO energy   -8.4 eV
Gap between HOMO and LUMO   0.35247 Eh
SMILES   C[C@@H]1C=C[C@H](C)C1
Strongest force on any atom   2.51 eV Å⁻¹

2 unconnected molecules or ions with the total composition C7H12, computed with the ωB97M-V functional and the def2-TZVPD basis.

```
! RIJCOSX wB97M-V def2-TZVPD def2/J DEFGRID3
* xyz 0 1
C -1.768 -0.480 0.007
C -1.381 0.576 0.689
C -0.461 1.162 1.661
C -1.614 1.971 1.069
H -1.208 -1.411 0.003
H -2.670 -0.450 -0.593
H 0.553 1.412 1.365
H -0.551 0.852 2.696
H -1.376 2.765 0.366
H -2.467 2.192 1.701
C 1.137 0.374 -1.214
C 1.620 -0.665 -0.545
C 1.565 -2.080 -1.049
H 1.235 1.397 -0.856
H 0.605 0.251 -2.157
H 2.109 -0.504 0.417
H 2.428 -2.293 -1.691
H 0.658 -2.261 -1.635
H 1.585 -2.807 -0.235
*
```

Computed properties:
HOMO energy   -9.1 eV
Gap between HOMO and LUMO   0.37602 Eh
SMILES   C=C1CC1.C=CC
Strongest force on any atom   0.32 eV Å⁻¹

C7H12 in the gas phase, computed with the ωB97M-V functional and the def2-TZVPD basis.

```
! RIJCOSX wB97M-V def2-TZVPD def2/J DEFGRID3
* xyz 0 1
C -0.222 1.803 -1.336
C -0.977 0.528 -1.492
C 0.155 -1.178 -0.755
C 1.022 -1.346 0.497
C 0.753 -0.118 1.369
C -0.737 0.181 1.145
C -1.076 -0.310 -0.285
H 0.310 2.085 -2.250
H -1.063 2.517 -1.265
H 0.420 1.975 -0.458
H 0.711 -0.653 -1.547
H -0.162 -2.120 -1.207
H 0.705 -2.251 1.028
H 2.080 -1.463 0.244
H 1.002 -0.300 2.421
H 1.375 0.720 1.034
H -0.975 1.241 1.289
H -1.343 -0.380 1.867
H -1.978 -0.929 -0.297
*
```

Computed properties:
HOMO energy   -7.8 eV
Gap between HOMO and LUMO   0.32403 Eh
Strongest force on any atom   0.34 eV Å⁻¹

A molecular structure, C7H12, computed with the ωB97M-V functional and the def2-TZVPD basis.

```
! RIJCOSX wB97M-V def2-TZVPD def2/J DEFGRID3
* xyz 0 1
C -2.366 -0.359 -0.228
C -1.179 0.555 0.043
C -0.100 -0.051 0.972
C 1.300 0.383 0.414
C 2.363 -0.699 0.550
C 1.014 0.746 -1.101
C -0.321 0.815 -1.183
H -2.016 -1.283 -0.701
H -2.882 -0.622 0.702
H -3.094 0.121 -0.892
H -1.551 1.504 0.462
H -0.259 0.219 2.028
H -0.180 -1.147 0.909
H 1.636 1.282 0.965
H 2.050 -1.593 -0.001
H 2.549 -0.980 1.594
H 3.296 -0.342 0.105
H 0.478 0.603 -2.287
H -0.738 0.848 -2.351
*
```

Computed properties:
HOMO energy   -9.1 eV
Gap between HOMO and LUMO   0.37540 Eh
Strongest force on any atom   4.53 eV Å⁻¹